Computed, not measured: a cluster of 2 separate species, CH7NO in total in a non-equilibrium geometry, with ωB97M-V/def2-TZVPD.

```
! wB97M-V def2-TZVPD RIJCOSX def2/J DEFGRID3
* xyz 0 1
N -1.37188 0.71974 -0.13783
O -1.28077 -0.74317 0.07641
H -1.56718 1.12376 0.82394
H -0.44983 1.06003 -0.27196
H -2.12719 -1.01482 -0.22885
C 2.41237 -0.02549 -0.01430
H 3.13243 0.77490 0.19949
H 2.84711 -1.01903 0.04851
H 1.87064 -0.03261 -0.96544
H 1.66911 0.16793 0.83366
*
```

Output
- gap between HOMO and LUMO (eV) = 11.116
- structure (SMILES) = NO.C
- DFT total energy (Eh) = -172.20708